## a
A gas-phase ion, CH2NO4S (charge -1). Source: the Open Molecules 2025 dataset; level of theory: the ωB97M-V functional and the def2-TZVPD basis.

Properties
**E_LUMO**: 3.90 eV
**Net charge**: -1
**Orbital gap**: 0.3095 Ha
**Multiplicity**: 1

Atoms and positions in Å:
C1 -0.022 -0.607 -0.726
N1 -0.734 -1.378 0.090
O1 -3.072 0.161 -1.286
O2 -0.518 -2.623 0.307
O3 -1.656 -0.792 0.872
O4 -3.136 1.197 0.916
S1 -3.322 -0.026 0.164
H1 0.780 -1.087 -1.223
H2 -0.430 0.413 -0.852

## b
A molecular structure, CH2NO4S. Source: the Open Molecules 2025 dataset; level of theory: the ωB97M-V functional and the def2-TZVPD basis.

Properties
**E_LUMO**: 3.93 eV
**Net charge**: -1
**Orbital gap**: 0.2983 Ha
**Multiplicity**: 1

Atoms and positions in Å:
C1 -0.948 0.517 -0.413
N1 1.545 -0.607 -0.754
O1 -1.387 1.500 0.503
O2 2.133 -1.508 -1.311
O3 1.631 -0.511 0.529
O4 -0.750 -0.417 1.956
S1 -0.122 0.597 1.121
H1 -1.424 -0.416 -0.317
H2 -0.679 0.845 -1.313

Stability check: which of them is most stable? a.

## a
A molecular structure, C7H28N14O7. Source: the Open Molecules 2025 dataset; level of theory: the ωB97M-V functional and the def2-TZVPD basis.

Properties
**E_LUMO**: -0.78 eV
**Net charge**: 0
**Orbital gap**: 0.2998 Ha
**Multiplicity**: 1

Atoms and positions in Å:
C1 0.078 0.015 -0.114
O1 0.938 -0.171 0.583
N1 -1.182 -0.129 0.200
N2 0.122 0.476 -1.287
H1 -1.940 -0.147 -0.467
H2 -1.500 -0.648 1.006
H3 1.055 0.819 -1.469
H4 -0.688 0.339 -1.874
C2 -1.986 -2.118 2.817
O2 -3.186 -1.958 2.896
N3 -1.125 -2.360 3.741
N4 -1.326 -2.108 1.757
H5 -0.168 -2.484 3.443
H6 -1.446 -2.839 4.570
H7 -0.319 -2.033 1.723
H8 -1.861 -1.823 0.950
C3 1.228 3.147 -2.985
O3 1.188 3.014 -4.174
N5 1.416 4.292 -2.425
N6 1.180 2.193 -2.154
H9 1.619 5.012 -3.104
H10 1.636 4.405 -1.446
H11 1.213 2.390 -1.164
H12 1.172 1.293 -2.612
C4 -3.032 -3.182 0.159
O4 -3.848 -3.537 1.011
N7 -2.774 -1.892 -0.083
N8 -2.380 -4.028 -0.591
H13 -2.512 -1.728 -1.045
H14 -3.391 -1.259 0.405
H15 -2.054 -3.595 -1.443
H16 -2.336 -4.992 -0.294
C5 -0.667 3.596 -0.907
O5 -1.733 3.441 -1.488
N9 -0.140 2.856 0.017
N10 -0.078 4.788 -0.888
H17 -0.633 1.989 0.170
H18 0.380 3.193 0.815
H19 0.645 5.076 -0.244
H20 -0.438 5.508 -1.497
C6 2.841 1.726 0.743
O6 3.594 2.737 0.697
N11 1.583 1.738 0.888
N12 3.136 0.481 0.752
H21 1.209 2.577 0.467
H22 1.099 0.888 0.634
H23 4.119 0.303 0.607
H24 2.401 -0.173 0.985
C7 1.148 -3.059 0.753
O7 0.847 -3.062 1.898
N13 1.328 -4.163 0.114
N14 0.950 -2.075 -0.062
H25 1.748 -4.172 -0.804
H26 1.370 -5.062 0.572
H27 0.484 -1.258 0.307
H28 1.017 -2.231 -1.057

## b
7 unconnected molecules or ions with the total composition C7H28N14O7. Source: the Open Molecules 2025 dataset; level of theory: the ωB97M-V functional and the def2-TZVPD basis.

Properties
**E_LUMO**: 0.08 eV
**Net charge**: 0
**Orbital gap**: 0.3277 Ha
**Structure (SMILES)**: NC(N)=O.NC(N)=O.NC(N)=O.NC(N)=O.NC(N)=O.NC(N)=O.NC(N)=O
**Multiplicity**: 1

Atoms and positions in Å:
N1 18.848 25.301 -16.261
C1 19.544 25.332 -15.177
N2 18.813 25.686 -14.168
O1 20.776 25.282 -15.189
H1 19.246 25.214 -17.185
H2 17.844 25.276 -16.158
H3 17.839 25.869 -14.364
H4 19.151 25.714 -13.216
N3 25.540 26.120 -13.525
C2 26.428 26.904 -12.926
N4 25.991 28.138 -13.118
O2 27.554 26.566 -12.572
H5 25.874 25.179 -13.675
H6 24.635 26.466 -13.811
H7 26.679 28.874 -13.044
H8 25.168 28.227 -13.697
N5 24.947 28.728 -9.232
C3 26.063 29.361 -9.055
N6 25.971 30.613 -8.898
O3 27.177 28.892 -8.999
H9 24.132 29.325 -9.269
H10 24.809 27.809 -9.627
H11 25.147 31.122 -9.183
H12 26.810 31.154 -8.745
N7 21.733 27.829 -7.322
C4 21.172 26.814 -6.725
N8 21.926 26.577 -5.732
O4 20.241 26.116 -7.109
H13 22.620 28.148 -6.958
H14 21.310 28.044 -8.214
H15 22.701 27.197 -5.547
H16 21.640 25.922 -5.018
N9 17.326 26.350 -11.158
C5 18.509 26.180 -10.668
N10 18.607 26.325 -9.446
O5 19.379 25.915 -11.452
H17 16.439 26.409 -10.679
H18 17.460 26.310 -12.159
H19 19.450 26.307 -8.890
H20 17.740 26.309 -8.928
N11 22.612 25.387 -11.643
C6 22.764 25.675 -10.337
N12 21.643 25.368 -9.833
O6 23.684 26.047 -9.689
H21 23.533 25.476 -12.047
H22 21.789 25.399 -12.228
H23 21.597 25.505 -8.833
H24 20.876 25.012 -10.385
N13 26.197 25.997 -6.875
C7 26.043 24.742 -6.561
N14 24.840 24.359 -6.720
O7 26.940 24.007 -6.138
H25 25.742 26.203 -7.753
H26 27.139 26.296 -6.669
H27 24.507 23.454 -6.420
H28 24.178 24.934 -7.221

Stability check: which of them is most stable? b.